{"formula": "C30H68BN6O30", "method": "ωB97M-V/def2-TZVPD", "lumo_energy_ev": [-0.55, -5.80], "multiplicity": 2, "energy_ha": -3793.6145, "gap_ev": [8.1, 2.9], "elements": ["O", "C", "O", "B", "O", "C", "O", "O", "C", "O", "C", "O", "O", "C", "N", "O", "O", "H", "H", "H", "C", "N", "O", "O", "H", "H", "H", "C", "N", "O", "O", "H", "H", "H", "C", "N", "O", "O", "H", "H", "H", "C", "N", "O", "O", "H", "H", "H", "C", "N", "O", "O", "H", "H", "H", "C", "O", "C", "C", "O", "C", "H", "H", "H", "H", "H", "H", "H", "H", "H", "H", "C", "O", "C", "C", "O", "C", "H", "H", "H", "H", "H", "H", "H", "H", "H", "H", "C", "O", "C", "C", "O", "C", "H", "H", "H", "H", "H", "H", "H", "H", "H", "H", "C", "O", "C", "C", "O", "C", "H", "H", "H", "H", "H", "H", "H", "H", "H", "H", "C", "O", "C", "C", "O", "C", "H", "H", "H", "H", "H", "H", "H", "H", "H", "H"], "xyz": [[2.52520, 2.26786, -1.49444], [1.96294, 1.28142, -0.90115], [0.95464, 1.36213, -0.05527], [0.60340, -0.02579, 0.34804], [1.56860, -0.88054, -0.35326], [2.28236, -0.11179, -1.15338], [3.20718, -0.56243, -1.87733], [-0.78324, -0.29608, 0.00476], [-1.58249, -0.27184, 1.16202], [-2.79055, -0.45726, 1.22796], [-0.47474, -0.41013, 2.33246], [0.70817, -0.17867, 1.83723], [-0.69546, -0.58733, 3.56089], [0.06204, -3.20429, -2.37971], [-0.82258, -3.87800, -3.41134], [-1.47299, -3.15360, -4.18918], [-0.67922, -5.08169, -3.51390], [0.33278, -3.85254, -1.54631], [-0.36608, -2.26012, -2.04300], [0.98134, -2.99797, -2.92782], [-2.84831, 2.28077, 3.75935], [-3.75891, 1.98160, 4.87364], [-4.96139, 1.88919, 4.55550], [-3.28749, 1.93624, 6.01539], [-1.97720, 1.62560, 3.75505], [-2.52129, 3.31415, 3.87472], [-3.41487, 2.33739, 2.82989], [-0.74152, -4.01285, 2.76510], [-0.96027, -3.77182, 1.30649], [-1.92956, -4.30726, 0.81302], [-0.16869, -3.17113, 0.65739], [0.22252, -4.50809, 2.88115], [-1.45974, -4.69525, 3.21961], [-0.74524, -3.07505, 3.32064], [3.99069, -2.59913, 1.10422], [2.94941, -3.52912, 1.56341], [2.59975, -4.44310, 0.85399], [2.46809, -3.26431, 2.64958], [3.75623, -2.43708, 0.05214], [4.95287, -3.05511, 1.33741], [3.81190, -1.67116, 1.64738], [3.23209, 5.34171, -1.54598], [2.65135, 4.95243, -2.84577], [1.42746, 4.69769, -2.88203], [3.41791, 4.89870, -3.77756], [4.07332, 5.97025, -1.83818], [3.71243, 4.55703, -0.96147], [2.62698, 6.07648, -1.01488], [2.52401, -0.96256, 5.11677], [3.25290, 0.28485, 4.78649], [4.17644, 0.12406, 3.96630], [2.77049, 1.35288, 5.15168], [3.21232, -1.76646, 4.85584], [1.70319, -1.09483, 4.41188], [2.16880, -0.96837, 6.14725], [-0.25691, 0.62737, 6.59793], [0.90369, 1.00709, 7.30419], [0.85679, 2.17328, 8.04564], [2.37365, 2.49216, 8.41762], [2.96758, 1.51607, 9.24371], [4.38640, 1.65023, 9.30407], [-0.12749, -0.34413, 6.12091], [-0.55424, 1.41885, 5.91000], [-0.90054, 0.66478, 7.47682], [0.22416, 2.02118, 8.92013], [0.37290, 3.04014, 7.59566], [2.39055, 3.52285, 8.77187], [2.95224, 2.44323, 7.49515], [4.64264, 1.29822, 8.30480], [4.90352, 1.00890, 10.01779], [4.71340, 2.66391, 9.53564], [7.13263, 3.34372, -7.43847], [6.52357, 2.87500, -6.18545], [6.55289, 3.83280, -5.08842], [6.55858, 3.14476, -3.72010], [5.98546, 1.83877, -3.82816], [6.00628, 1.22040, -2.58260], [6.95786, 2.50235, -8.10904], [8.15888, 3.64663, -7.23069], [6.70134, 4.21508, -7.93121], [5.83641, 4.63905, -5.24561], [7.48345, 4.38208, -5.23144], [6.04372, 3.74994, -2.97392], [7.57782, 2.99806, -3.36271], [5.62605, 0.20150, -2.65580], [5.51673, 1.70755, -1.73931], [7.04429, 1.03381, -2.30725], [-8.22608, 1.37228, -0.60823], [-7.07243, 0.63897, -0.62705], [-5.94230, 1.47896, -0.62521], [-4.93811, 0.84668, -1.53406], [-4.92354, -0.59982, -1.31845], [-3.85279, -1.23818, -2.01682], [-9.06147, 0.67426, -0.66293], [-8.28540, 2.15205, -1.36753], [-8.31102, 1.88688, 0.34889], [-5.62131, 1.68952, 0.39495], [-6.17739, 2.49380, -0.94602], [-3.97675, 1.35758, -1.48054], [-5.35631, 1.04388, -2.52114], [-2.88693, -0.79613, -1.77226], [-4.01050, -1.08501, -3.08442], [-3.96520, -2.29950, -1.79534], [2.28693, -1.76365, -8.49141], [1.69627, -0.98771, -7.50792], [0.38981, -1.46785, -7.05777], [-0.19683, -0.59032, -5.99288], [0.46342, -0.70609, -4.77252], [-0.30098, -0.03793, -3.78791], [2.69141, -2.66730, -8.03543], [3.19298, -1.26895, -8.84132], [1.50137, -1.90588, -9.23355], [0.52446, -2.47931, -6.67444], [-0.21079, -1.67985, -7.94232], [-1.14949, -1.07615, -5.78190], [-0.39350, 0.42904, -6.32502], [-1.21253, -0.49978, -3.40859], [-0.50643, 1.01256, -3.99370], [0.39321, 0.00402, -2.94858], [-6.07787, -0.52197, 2.17846], [-6.04351, -1.30479, 1.02950], [-5.28183, -2.53008, 1.35984], [-5.84716, -3.58980, 0.48475], [-6.15747, -3.17284, -0.80603], [-6.38529, -4.30369, -1.63447], [-6.50519, -0.98643, 3.06715], [-6.71179, 0.35026, 2.01890], [-5.10916, -0.04815, 2.33718], [-5.23356, -2.79419, 2.41625], [-4.28816, -2.32120, 0.96351], [-6.70413, -4.02230, 1.00112], [-5.05232, -4.30585, 0.27588], [-5.57111, -5.02697, -1.58883], [-6.29755, -3.99952, -2.67748], [-7.29800, -4.87887, -1.47874]]}


{"formula": "C30H68BrClN7O10P2", "method": "ωB97M-V/def2-TZVPD", "lumo_energy_ev": -2.75, "energy_ha": -6036.1417, "gap_ev": 8.4, "charge": 1, "elements": ["C", "C", "O", "N", "C", "N", "C", "C", "C", "N", "N", "N", "C", "N", "C", "C", "O", "Br", "C", "C", "C", "C", "C", "N", "C", "C", "C", "C", "Cl", "H", "H", "H", "H", "H", "H", "H", "H", "H", "H", "H", "H", "H", "H", "H", "H", "H", "H", "H", "H", "H", "H", "H", "H", "H", "H", "H", "H", "H", "H", "H", "H", "H", "H", "H", "H", "H", "H", "O", "P", "O", "C", "C", "O", "C", "C", "O", "C", "C", "H", "H", "H", "H", "H", "H", "H", "H", "H", "H", "H", "H", "H", "H", "H", "O", "P", "O", "C", "C", "O", "C", "C", "O", "C", "C", "H", "H", "H", "H", "H", "H", "H", "H", "H", "H", "H", "H", "H", "H", "H"], "xyz": [[-4.75078, -4.06762, 5.90697], [-5.52431, -2.73707, 6.06369], [-5.65037, -2.33798, 7.16763], [-6.13690, -2.03217, 4.92870], [-7.50017, -1.63934, 5.40168], [-5.48159, -0.83878, 4.47319], [-4.26073, -0.37959, 5.19463], [-4.02934, 1.12393, 4.72908], [-3.26182, 1.98850, 5.79525], [-4.17946, 2.96535, 6.43430], [-2.48964, 1.24235, 6.77003], [-2.29770, 2.80805, 5.01582], [-2.94464, -1.11591, 4.82891], [-2.84001, -1.68484, 3.48385], [-2.34668, -3.04815, 3.41508], [-0.98073, -3.27373, 4.11125], [-0.79167, -3.25284, 5.25780], [0.57342, -3.69076, 2.95924], [-3.84946, -1.34747, 2.48809], [-3.27376, -0.29885, 1.42272], [-1.85574, 0.25380, 1.74264], [-0.73464, -0.64406, 1.11334], [0.67858, -0.31785, 1.67703], [1.08482, 1.07965, 1.49216], [-5.26195, -0.90836, 2.97445], [-6.32576, -1.78503, 2.23975], [-6.26476, -1.56269, 0.67484], [-7.64601, -1.73364, 0.01624], [-8.15641, -3.44801, -0.12576], [-3.66494, -3.89302, 5.85705], [-4.96778, -4.70961, 6.77830], [-5.13337, -4.63018, 5.03079], [-7.94945, -2.52761, 5.87180], [-8.12307, -1.25161, 4.57878], [-7.46061, -0.85415, 6.18569], [-6.16647, -0.08291, 4.59502], [-4.39303, -0.27700, 6.28660], [-4.97081, 1.64816, 4.47289], [-3.40909, 1.07533, 3.81712], [-4.97973, 2.50179, 6.86404], [-4.48738, 3.56098, 5.66938], [-2.46245, 1.82880, 7.60507], [-1.53630, 1.08535, 6.45722], [-1.79146, 3.43111, 5.64077], [-2.79133, 3.33871, 4.29885], [-2.05503, -0.48282, 5.00865], [-2.84033, -1.94667, 5.56129], [-3.03628, -3.83573, 3.78997], [-2.18328, -3.27954, 2.34482], [-3.99814, -2.26640, 1.88621], [-3.94635, 0.56765, 1.27388], [-3.19714, -0.79759, 0.43454], [-1.77257, 1.21705, 1.19586], [-1.66521, 0.49458, 2.80305], [-0.70995, -0.34395, 0.03946], [-0.99031, -1.71773, 1.11921], [0.65856, -0.58707, 2.75389], [1.38764, -1.03388, 1.21037], [0.51000, 1.55772, 0.80655], [1.01715, 1.51928, 2.40401], [-5.46099, 0.11359, 2.59311], [-7.35921, -1.49573, 2.52452], [-6.19453, -2.85469, 2.47890], [-5.52794, -2.28890, 0.28688], [-5.84873, -0.55082, 0.51871], [-8.39253, -1.10744, 0.53519], [-7.57340, -1.33284, -1.00995], [-0.03295, 2.48042, -2.74433], [1.43913, 2.83295, -2.72269], [1.42900, 3.92066, -3.96071], [0.88579, 5.21437, -3.72381], [1.66021, 6.00672, -2.68399], [1.94135, 1.43552, -3.46088], [1.14390, 0.25154, -3.36394], [0.24269, 0.10689, -4.57669], [3.02474, 3.17632, -2.34511], [4.10685, 2.97814, -3.28119], [4.18102, 3.90032, -4.48152], [-0.16668, 5.12844, -3.43694], [0.91811, 5.74463, -4.67887], [1.62002, 5.51185, -1.70852], [1.23829, 7.00733, -2.57748], [2.71039, 6.09732, -2.95325], [0.57195, 0.24363, -2.43542], [1.82943, -0.59783, -3.31231], [-0.23825, 1.04346, -4.85401], [-0.53303, -0.64173, -4.40168], [0.82853, -0.20267, -5.44401], [4.14239, 1.94187, -3.60916], [5.01304, 3.13621, -2.69262], [3.43354, 3.65519, -5.23468], [5.15164, 3.79025, -4.96997], [4.05542, 4.94737, -4.20673], [6.40085, 0.65362, -4.91265], [7.50584, -0.07589, -5.63459], [6.73805, -1.50432, -5.91627], [5.72841, -1.54389, -6.91970], [6.25720, -1.24921, -8.31315], [8.41479, -0.42040, -4.29455], [8.28118, 0.39177, -3.12111], [7.30293, -0.23164, -2.14240], [8.80299, -0.44970, -6.60845], [9.65331, -1.58360, -6.35799], [9.06982, -2.96589, -6.57675], [4.92062, -0.85271, -6.66075], [5.30953, -2.55329, -6.89899], [6.65715, -0.23243, -8.37027], [5.45850, -1.34415, -9.05027], [7.06478, -1.92618, -8.58414], [7.99193, 1.40884, -3.38416], [9.26918, 0.46057, -2.66005], [6.40312, -0.60316, -2.63067], [7.00815, 0.48498, -1.37310], [7.76059, -1.09282, -1.65175], [10.09050, -1.51861, -5.36362], [10.48298, -1.46302, -7.05765], [8.38567, -3.25360, -5.77958], [9.87035, -3.70919, -6.57319], [8.53914, -3.04439, -7.52471]]}


{"formula": "C30H69CaFO32P2S8Zr", "method": "ωB97M-V/def2-TZVPD", "lumo_energy_ev": 0.15, "energy_ha": -8285.1313, "gap_ev": 7.4, "elements": ["Zr", "Ca", "P", "O", "O", "O", "O", "P", "O", "O", "O", "O", "O", "S", "O", "O", "C", "C", "C", "H", "H", "H", "H", "H", "H", "H", "H", "O", "S", "O", "O", "C", "C", "C", "H", "H", "H", "H", "H", "H", "H", "H", "O", "S", "O", "O", "C", "C", "C", "H", "H", "H", "H", "H", "H", "H", "H", "O", "S", "O", "O", "C", "C", "C", "H", "H", "H", "H", "H", "H", "H", "H", "O", "S", "O", "O", "C", "C", "C", "H", "H", "H", "H", "H", "H", "H", "H", "O", "S", "O", "O", "C", "C", "C", "H", "H", "H", "H", "H", "H", "H", "H", "O", "S", "O", "O", "C", "C", "C", "H", "H", "H", "H", "H", "H", "H", "H", "O", "S", "O", "O", "C", "C", "C", "H", "H", "H", "H", "H", "H", "H", "H", "F", "C", "C", "C", "C", "C", "C", "H", "H", "H", "H", "H"], "xyz": [[1.44345, 0.98641, -0.51498], [-2.01844, 0.75609, 1.90525], [2.42883, 3.26913, -1.16831], [3.08324, 4.63151, -1.52166], [3.24183, 2.03514, -0.68170], [1.59444, 2.35061, -2.06433], [1.38815, 2.98869, -0.04294], [-0.60136, -0.54828, -0.28661], [-0.25214, 0.70732, 0.56371], [0.82999, -0.92015, 0.07154], [-0.24701, 0.32529, -1.47359], [-1.92624, -0.78698, 0.34941], [2.08037, -2.14653, -3.90317], [1.99947, -0.71172, -3.65149], [2.21778, -0.15404, -2.31299], [3.11946, -0.04490, -4.71082], [3.35328, 1.31618, -4.57396], [3.97707, 2.03939, -5.80734], [0.43560, 0.00833, -4.34688], [3.89249, 1.42228, -3.63264], [2.44933, 1.83566, -4.25595], [4.99489, 1.68489, -5.97009], [4.02637, 3.11485, -5.63688], [3.40268, 1.78918, -6.69928], [0.31905, 1.00885, -3.93036], [-0.33253, -0.71243, -4.06656], [0.50054, 0.10799, -5.43037], [3.47897, -0.45978, 0.04985], [4.74849, -1.13862, -0.23367], [5.49746, -1.62275, 0.90398], [4.49637, -2.41342, -1.27835], [5.62627, -3.22037, -1.70706], [5.02358, -4.45866, -2.35794], [5.75862, -0.10765, -1.36977], [6.26686, -3.56123, -0.89369], [6.26058, -2.69278, -2.41939], [4.24883, -4.14880, -3.05926], [4.72818, -5.12698, -1.54913], [5.75485, -5.03544, -2.92423], [5.76352, 0.89774, -0.94874], [5.32885, -0.06013, -2.37035], [6.78889, -0.43475, -1.51003], [-1.26155, 2.97562, 2.09144], [-1.43401, 4.42352, 2.25806], [-2.72143, 4.98316, 2.71424], [-0.19914, 5.03560, 3.18475], [-0.40308, 6.40099, 3.53800], [0.69360, 6.73018, 4.49812], [-0.95933, 5.19158, 0.59581], [-1.39274, 6.51148, 3.98122], [-0.32676, 6.97395, 2.61389], [0.68275, 6.30806, 5.50301], [0.78526, 7.78638, 4.75139], [1.64733, 6.41884, 4.07201], [-1.26638, 6.23735, 0.60936], [-1.51505, 4.71061, -0.20913], [0.11535, 5.29280, 0.44440], [-1.54973, -2.86119, 3.90040], [-0.36418, -2.30610, 3.32560], [-0.41638, -0.85653, 2.95807], [0.83956, -2.57365, 4.38393], [2.08622, -1.99076, 4.18232], [2.95129, -2.25827, 5.43975], [0.23759, -3.43019, 1.98831], [1.92752, -0.91765, 4.07577], [2.58544, -2.33432, 3.27631], [2.48291, -1.82002, 6.32102], [3.87008, -1.70429, 5.24730], [3.09465, -3.32222, 5.62841], [0.73147, -4.26849, 2.47968], [0.88629, -2.78557, 1.39523], [-0.63009, -3.72403, 1.39764], [-5.29998, -2.93913, -1.40074], [-4.22725, -2.78164, -2.40660], [-3.13333, -3.78199, -2.50935], [-4.95121, -2.58862, -3.86859], [-6.23296, -1.94689, -3.95621], [-6.63183, -1.91466, -5.39796], [-3.56584, -1.06540, -2.18089], [-6.29116, -0.98332, -3.45000], [-7.05248, -2.42606, -3.42060], [-7.09663, -2.88326, -5.58192], [-5.81842, -1.72275, -6.09770], [-7.42227, -1.17830, -5.54316], [-2.50813, -1.30737, -2.07701], [-4.00887, -0.70241, -1.25348], [-3.73147, -0.39789, -3.02653], [-3.04214, 1.93464, 0.16957], [-3.64400, 2.46695, -1.05941], [-4.72432, 1.74014, -1.70414], [-4.08688, 4.01226, -0.63680], [-5.10359, 4.58132, -1.49307], [-4.71699, 5.93572, -2.03630], [-2.34376, 2.78858, -2.26843], [-6.02647, 4.66281, -0.91881], [-5.40894, 3.95951, -2.33462], [-3.94592, 5.85905, -2.80290], [-4.40074, 6.59794, -1.23035], [-5.55988, 6.44626, -2.50214], [-2.75272, 3.50573, -2.98016], [-2.14586, 1.86873, -2.81873], [-1.49199, 3.18413, -1.71516], [-5.63770, -1.24612, 1.01727], [-4.67546, -1.81837, 1.97115], [-3.67069, -0.91095, 2.53603], [-5.48496, -2.57536, 3.20671], [-4.82357, -3.02198, 4.35883], [-5.84835, -3.10592, 5.48316], [-3.67410, -3.19146, 1.26048], [-4.06084, -2.30133, 4.65380], [-4.45722, -4.04635, 4.29135], [-6.07248, -2.11080, 5.86732], [-5.49874, -3.64301, 6.36487], [-6.83442, -3.44742, 5.16829], [-4.39097, -3.90278, 0.85034], [-3.11309, -3.62002, 2.09096], [-3.20719, -2.77558, 0.36763], [2.16995, 1.12817, 1.63181], [2.15177, 1.74883, 2.94192], [0.99894, 1.61539, 3.83796], [3.52108, 1.31275, 3.72410], [4.75836, 1.14099, 3.05130], [5.74127, 2.18215, 3.50972], [2.49654, 3.59101, 2.74229], [4.72824, 1.28761, 1.97162], [5.18649, 0.18213, 3.34348], [5.49892, 3.17945, 3.14264], [6.76770, 1.95081, 3.22506], [5.61637, 2.26858, 4.58908], [1.74454, 3.91095, 2.02102], [3.47775, 3.71340, 2.28368], [2.50825, 3.97071, 3.76396], [1.67004, -8.05724, -1.41623], [1.51154, -6.69709, -1.44535], [2.11654, -5.80957, -0.51599], [1.85359, -4.46404, -0.53533], [0.88411, -3.95858, -1.46788], [0.40494, -4.80245, -2.48857], [0.68905, -6.15554, -2.44841], [2.78819, -6.23899, 0.21264], [2.39553, -3.80391, 0.12567], [0.77372, -2.88424, -1.46522], [-0.22957, -4.38675, -3.25735], [0.24358, -6.72716, -3.24916]]}